# C3H31BO13PS

A 12-piece molecular cluster, C3H31BO13PS overall in a non-equilibrium geometry (ωB97M-V/def2-TZVPD, the Open Molecules 2025 dataset).

Last column: natural (NBO) charge in e.
CARTESIAN COORDINATES (ANGSTROEM)
C (-0.634, -1.070, 1.301)  -0.67
C (-0.847, -0.056, 0.148)  -0.63
C (-2.377, -0.072, -0.346)  -0.87
B (-3.405, -0.173, 0.861)  1.19
O (-3.881, 1.055, 1.413)  -0.97
O (-3.844, -1.385, 1.463)  -0.95
P (-0.613, 1.668, 0.762)  0.86
S (1.214, 2.070, 1.358)  -0.81
H (0.425, -1.337, 1.439)  0.23
H (-1.172, -2.008, 1.074)  0.20
H (-0.974, -0.710, 2.304)  0.16
H (-2.447, -0.894, -1.079)  0.22
H (-2.514, 0.892, -0.877)  0.22
H (-4.836, 1.098, 1.383)  0.50
H (-4.518, -1.793, 0.931)  0.49
H (-1.479, 1.837, 1.904)  -0.09
H (-1.071, 2.514, -0.293)  -0.03
O (-0.733, 2.183, -2.944)  -0.95
H (-0.557, 2.772, -3.683)  0.46
H (0.074, 2.213, -2.416)  0.49
O (2.794, -0.866, 2.542)  -0.97
H (3.694, -0.806, 2.875)  0.47
H (2.666, -0.013, 2.102)  0.49
O (-5.892, 2.558, 2.601)  -0.96
H (-6.181, 3.118, 3.324)  0.47
H (-4.954, 2.765, 2.498)  0.49
O (-1.202, -0.957, -3.648)  -0.98
H (-0.998, -0.201, -3.076)  0.51
H (-1.828, -0.603, -4.288)  0.47
O (-1.330, -2.183, -6.518)  -0.97
H (-1.351, -2.275, -5.560)  0.47
H (-0.389, -2.235, -6.734)  0.49
O (4.577, 1.718, 1.388)  -0.97
H (3.695, 2.067, 1.200)  0.49
H (4.677, 1.839, 2.340)  0.48
O (0.632, 4.245, 3.845)  -0.98
H (-0.161, 3.858, 4.222)  0.46
H (0.802, 3.699, 3.053)  0.50
O (5.188, 0.545, 3.970)  -0.95
H (5.168, 0.468, 4.927)  0.47
H (6.123, 0.472, 3.748)  0.49
O (6.905, -1.806, 3.907)  -0.95
H (6.091, -2.170, 4.268)  0.48
H (7.069, -2.334, 3.121)  0.47
O (1.342, -2.985, -7.348)  -0.94
H (2.178, -2.981, -6.872)  0.48
H (1.594, -2.892, -8.271)  0.47
O (-2.516, -3.903, -2.758)  -0.95
H (-1.630, -3.912, -2.384)  0.47
H (-2.573, -3.038, -3.177)  0.48

Calculated values
Multiplicity ... 1
LUMO energy ... 2.2 eV
Net charge ... -1
Kohn-Sham gap ... 0.1884 Eh
Largest force on an atom ... 0.0612 hartree/bohr

---

# C3H31N2O10S

A 11-piece molecular cluster, C3H31N2O10S overall in a non-equilibrium geometry (ωB97M-V/def2-TZVPD, the Open Molecules 2025 dataset).

Last column: natural (NBO) charge in e.
CARTESIAN COORDINATES (ANGSTROEM)
N (1.292, -0.834, 2.474)  -0.88
C (0.265, -1.343, 1.474)  -0.09
C (-0.416, -2.646, 1.902)  -0.55
S (0.065, -4.182, 1.052)  -0.01
C (-0.806, -0.273, 1.424)  -0.23
N (-0.118, 1.018, 1.323)  -0.73
H (2.205, -0.901, 2.226)  0.38
H (-0.699, 2.060, -2.239)  0.47
H (1.238, -1.367, 3.420)  0.37
H (0.751, -1.449, 0.537)  0.22
H (-0.252, -2.795, 3.041)  0.24
H (-1.547, -2.524, 1.940)  0.22
H (0.145, -3.854, -0.273)  0.14
H (-1.327, -0.490, 2.419)  0.22
H (-1.498, -0.350, 0.659)  0.23
H (0.327, 1.241, 2.244)  0.48
H (-0.633, 1.758, 0.863)  0.46
H (2.257, 1.302, -1.282)  0.52
H (0.911, 0.268, -1.713)  0.48
O (1.318, 0.991, -0.989)  -0.98
H (0.774, -0.779, -4.878)  0.50
H (1.152, 0.258, -3.766)  0.47
O (0.669, -0.433, -4.001)  -0.97
H (-2.603, 4.529, 0.817)  0.48
H (-2.039, 1.888, -1.652)  0.50
O (-1.159, 2.142, -1.387)  -0.98
H (-4.576, 1.540, -1.108)  0.49
H (-3.653, 2.624, -0.571)  0.46
O (-3.916, 2.212, -1.257)  -0.94
H (2.802, -2.387, -2.303)  0.46
H (3.732, -1.868, -1.417)  0.46
O (3.267, -1.638, -2.126)  -0.92
H (1.537, 2.375, 4.111)  0.51
H (0.821, 3.501, 3.135)  0.48
O (0.748, 2.787, 3.637)  -0.97
H (0.637, 1.005, 0.643)  0.46
H (-1.625, 4.271, -0.231)  0.48
O (-1.875, 3.949, 0.624)  -0.95
H (-0.324, -0.533, -1.880)  0.43
H (-1.019, -1.462, -2.816)  0.48
O (-0.739, -1.410, -1.872)  -0.91
H (4.861, 0.333, 0.644)  0.46
H (4.749, 0.042, 1.871)  0.46
O (4.262, -0.160, 1.117)  -0.92
H (-3.933, -2.428, -1.590)  0.47
H (-2.767, -2.942, -2.516)  0.47
O (-3.261, -3.049, -1.731)  -0.94

Calculated values
Multiplicity ... 1
LUMO energy ... -2.7 eV
Net charge ... +1
Kohn-Sham gap ... 0.3156 Eh
Largest force on an atom ... 0.1931 hartree/bohr

---

# C3H32F9O25S3Zn2

C3H32F9O25S3Zn2 as an isolated structure in a non-equilibrium geometry (ωB97M-V/def2-TZVPD, the Open Molecules 2025 dataset).

Last column: Löwdin charge in e.
CARTESIAN COORDINATES (ANGSTROEM)
Zn (14.814, -22.001, -20.253)  1.15
Zn (20.944, -19.345, -16.237)  1.12
C (18.089, -16.407, -20.954)  -0.59
F (19.019, -17.242, -21.539)  0.09
F (18.770, -15.301, -20.588)  0.11
F (17.182, -16.100, -21.884)  0.13
S (17.191, -17.172, -19.427)  0.52
O (18.282, -17.527, -18.520)  -0.33
O (16.298, -16.119, -18.960)  -0.28
O (16.476, -18.368, -19.923)  -0.31
C (16.364, -23.532, -13.931)  -0.63
F (17.147, -23.672, -12.875)  0.15
F (15.609, -24.613, -14.035)  0.16
F (15.732, -22.336, -13.762)  0.11
S (17.500, -23.404, -15.513)  0.59
O (18.328, -22.182, -15.244)  -0.32
O (18.238, -24.681, -15.493)  -0.26
O (16.591, -23.235, -16.693)  -0.32
C (21.943, -11.214, -25.630)  -0.69
F (20.762, -11.410, -26.279)  0.13
F (21.922, -10.012, -25.213)  0.21
F (22.031, -12.076, -24.633)  0.16
S (23.418, -11.450, -26.832)  0.64
O (23.410, -12.871, -27.285)  -0.19
O (23.311, -10.423, -27.916)  -0.18
O (24.671, -11.194, -26.070)  -0.17
O (23.901, -14.943, -20.679)  -0.05
H (23.118, -14.622, -21.126)  0.03
H (24.457, -15.280, -21.381)  0.03
O (13.134, -21.097, -22.901)  -0.08
H (12.345, -21.555, -23.190)  0.04
H (13.073, -20.233, -23.309)  0.04
O (17.463, -22.819, -21.994)  -0.09
H (17.744, -22.890, -22.906)  0.04
H (18.201, -23.157, -21.488)  0.04
O (14.866, -11.497, -24.515)  -0.05
H (15.250, -11.572, -23.642)  0.02
H (14.163, -10.856, -24.414)  0.03
O (20.022, -17.845, -13.344)  -0.08
H (20.549, -17.369, -12.702)  0.04
H (19.150, -17.457, -13.274)  0.04
O (15.714, -14.771, -27.232)  -0.05
H (15.568, -13.982, -26.710)  0.02
H (15.477, -14.516, -28.124)  0.03
O (13.913, -12.339, -19.135)  -0.05
H (14.547, -11.701, -19.461)  0.02
H (14.443, -13.093, -18.876)  0.02
O (11.126, -13.990, -15.832)  -0.05
H (11.576, -14.425, -16.556)  0.02
H (11.517, -13.118, -15.795)  0.03
O (21.838, -20.489, -19.318)  -0.08
H (22.408, -20.020, -19.928)  0.04
H (21.906, -21.406, -19.583)  0.04
O (19.316, -16.827, -26.533)  -0.05
H (19.978, -16.393, -25.994)  0.03
H (18.581, -16.214, -26.549)  0.02
O (17.177, -10.828, -21.166)  -0.05
H (18.038, -11.244, -21.136)  0.03
H (17.301, -9.987, -20.727)  0.03
O (17.536, -13.981, -15.109)  -0.06
H (16.926, -14.460, -15.670)  0.03
H (17.012, -13.725, -14.349)  0.03
O (12.403, -21.431, -18.093)  -0.09
H (11.961, -20.589, -17.986)  0.04
H (11.902, -22.037, -17.547)  0.04
O (13.133, -17.168, -24.461)  -0.05
H (12.964, -16.502, -23.796)  0.03
H (13.688, -16.729, -25.106)  0.03
O (22.759, -16.637, -17.055)  -0.08
H (22.499, -15.780, -16.718)  0.04
H (23.347, -16.439, -17.785)  0.04
O (19.493, -21.050, -25.610)  -0.06
H (19.480, -21.447, -26.481)  0.03
H (19.067, -20.201, -25.727)  0.03

Calculated values
Multiplicity ... 1
LUMO energy ... -9.7 eV
Net charge ... +1
Kohn-Sham gap ... 0.0370 Eh
Largest force on an atom ... 0.0564 hartree/bohr

---

- Which of these has the highest Kohn-Sham gap?
  C3H31N2O10S

---

- Which formula does entry 3 have?
  C3H32F9O25S3Zn2

---

- The lowest net charge belongs to which entry?
  C3H31BO13PS

---

- Number 2 is which compound?
  C3H31N2O10S